[1]
The following is a DFT calculation (ωB97M-V with the def2-TZVPD basis set) of an isolated molecule of C6H6S at a distorted geometry.

The geometry in XYZ format:
```
13
Properties=species:S:1:pos:R:3:forces:R:3:nbo_charge:R:1
S -2.852236 -0.276724 0.096974 1.0 -0.1 0.6 0.058
C -1.239380 -0.121043 0.135310 -0.6 1.2 -0.8 -0.012
C -0.209968 -0.120406 -1.019594 -0.3 0.8 -0.3 -0.357
C 0.622356 -1.255539 -0.464069 0.8 0.5 1.5 -0.195
C 0.770028 -0.820178 0.834301 1.2 -2.2 0.6 -0.185
C -0.018681 0.427874 0.995049 -1.3 -0.1 -0.3 -0.339
C 0.369196 1.149309 -0.339206 0.6 1.8 0.4 -0.361
H -0.528877 0.034120 -2.054298 0.0 -0.8 0.2 0.238
H 0.900241 -2.189015 -0.980220 0.0 0.7 0.6 0.243
H 1.270554 -1.214405 1.759608 -0.5 -0.2 -1.5 0.233
H -0.222347 0.831510 2.019642 0.6 -0.1 -1.1 0.241
H -0.311842 2.013289 -0.444508 0.2 -0.3 -0.4 0.212
H 1.450956 1.541213 -0.538987 -1.7 -1.2 0.5 0.226
```
Positions in Å, forces in eV/Å.

ΔE to the lowest compared entry with this formula, charge and spin: 3.273 eV
Orbital gap: 8.83 eV
Lowest unoccupied orbital energy: 0.0118 Eh
Strongest force on any atom: 2.6 eV/Å
SMILES: S=C1[C@@H]2C=C[C@H]1C2



[2]
The following is a DFT calculation (ωB97M-V with the def2-TZVPD basis set) of a structure of composition C11H20CdO4S at a distorted geometry.

The geometry in XYZ format:
```
37
Properties=species:S:1:pos:R:3:forces:R:3:nbo_charge:R:1
C -3.197382 -0.363037 1.396997 0.5 0.4 0.3 -0.067
C -2.097124 0.170611 0.668039 -1.0 1.3 0.0 -0.368
C -2.086256 0.264385 -0.843433 -0.6 0.8 0.1 -0.458
C -1.426432 -1.063936 -1.323536 0.1 -0.1 -0.2 -0.223
C -1.087820 -0.941008 -2.836683 0.2 0.2 0.2 -0.441
C 0.405638 -0.788124 -3.070543 -0.1 0.2 -0.3 -0.084
O 1.119129 -1.996214 -2.707940 0.2 0.3 0.3 -0.679
S 0.788278 -2.645773 -1.315849 -0.5 -1.2 0.4 2.381
O 1.987346 -2.898102 -0.586965 -0.1 0.3 -0.4 -0.884
O -0.185826 -3.684052 -1.503977 0.4 0.5 0.0 -0.906
C -0.179257 -1.374281 -0.460543 -0.3 0.4 -0.3 -0.188
O 0.498115 -0.159551 -0.233529 0.2 -0.1 0.1 -0.589
C 1.415506 -0.157276 0.863129 0.3 0.0 0.4 -0.068
C 2.223014 1.133680 0.783158 -0.9 0.2 -0.2 -0.449
C 1.616150 2.263160 1.629164 0.9 0.2 0.2 -0.270
C 2.059567 2.273793 3.085344 -0.5 -0.5 0.0 -0.635
H -3.085200 -1.327034 1.905393 0.2 0.6 1.0 0.264
H -4.168838 0.126468 1.436239 -0.4 -0.8 -1.2 0.246
H -1.195336 0.466546 1.183518 1.7 -3.9 -0.8 0.158
H -1.505411 1.113335 -1.204530 0.1 -0.1 0.0 0.251
H -3.106203 0.350470 -1.229987 0.1 -0.1 -0.1 0.266
H -2.138701 -1.883882 -1.209130 0.0 0.1 0.2 0.262
H -1.576717 -0.066730 -3.274669 -0.1 -0.1 0.0 0.236
H -1.448094 -1.833694 -3.352072 0.0 0.1 0.0 0.272
H 0.829489 0.045786 -2.511099 0.0 -0.1 0.0 0.196
H 0.629446 -0.617752 -4.122292 0.0 -0.2 0.0 0.245
H -0.470882 -1.847439 0.486745 0.1 -0.2 -0.1 0.219
H 2.046547 -1.045426 0.864842 -0.1 0.0 -0.2 0.253
H 0.840510 -0.161060 1.811010 0.0 -0.2 0.0 0.135
H 2.186704 1.456086 -0.260599 0.4 -0.2 0.0 0.243
H 3.256931 0.957903 1.084081 0.0 0.1 0.0 0.268
H 0.476978 2.113940 1.559337 -0.6 0.1 0.0 -0.004
H 1.814215 3.234096 1.169600 -0.2 0.0 0.0 0.247
H 1.826003 1.321020 3.572430 0.1 0.0 0.0 0.214
H 3.144672 2.387218 3.112712 -0.1 0.2 0.0 0.264
H 1.583191 3.064642 3.665713 0.2 0.1 -0.1 0.227
Cd -1.791949 2.111236 1.769927 -0.3 1.7 0.6 1.466
```
Positions in Å, forces in eV/Å.

Orbital gap: 4.43 eV
Net charge: +2
Lowest unoccupied orbital energy: -0.4355 Eh
Strongest force on any atom: 4.3 eV/Å



[3]
The following is a DFT calculation (ωB97M-V with the def2-TZVPD basis set) of an isolated molecule of C4H6N2O5S at a distorted geometry.

The geometry in XYZ format:
```
18
Properties=species:S:1:pos:R:3:forces:R:3:nbo_charge:R:1
O 2.393507 2.034782 0.179913 -0.6 -0.4 -0.4 -0.514
C 1.843011 0.997516 -0.093823 1.2 1.2 1.4 0.676
C 2.510210 -0.284837 -0.453913 -3.2 0.4 -3.4 -0.501
C 1.526331 -1.331209 0.014982 -1.7 0.0 -0.9 -0.468
C 0.203153 -0.458569 -0.050950 1.1 0.8 1.6 0.683
O -1.020208 -0.979161 -0.032235 1.5 -1.8 -0.5 -0.700
S -2.557807 -0.447872 -0.037428 -1.0 0.5 -0.1 2.401
O -2.890486 -0.147768 -1.425572 0.7 -0.5 2.8 -0.843
O -3.255734 -1.415439 0.770000 0.6 0.8 -1.2 -0.878
N -2.224702 0.852857 1.010423 -0.4 -0.4 -1.3 -0.549
O -1.937558 1.974204 0.220737 1.9 -0.1 -0.2 -0.584
N 0.451816 0.799490 -0.044974 -1.1 -0.1 -0.6 -0.593
H 2.281127 -0.208310 -1.601933 1.2 -0.4 1.6 0.233
H 3.513890 -0.355280 -0.237590 2.0 -0.2 0.5 0.249
H 1.853789 -1.774185 0.968192 -0.9 0.1 -0.2 0.256
H 1.284141 -2.060495 -0.754320 0.7 -0.7 0.3 0.236
H -3.055413 1.022475 1.565082 -0.2 0.2 0.0 0.394
H -0.919066 1.781798 0.003403 -1.8 0.6 0.6 0.501
```
Positions in Å, forces in eV/Å.

ΔE to the lowest compared entry with this formula, charge and spin: 0.000 eV
Orbital gap: 10.40 eV
Lowest unoccupied orbital energy: -0.0014 Eh
Strongest force on any atom: 4.7 eV/Å
SMILES: O=C1CCC(OS(=O)(=O)NO)=N1



[4]
The following is a DFT calculation (ωB97M-V with the def2-TZVPD basis set) of a structure of composition C16B4O34V at a distorted geometry.

The geometry in XYZ format:
```
55
Properties=species:S:1:pos:R:3:forces:R:3:mulliken_charge:R:1
O 1.812693 -3.646044 -1.082981 2.0 -1.2 -1.6 -0.524
V 1.068784 -3.285834 0.193398 -3.1 3.1 2.2 1.641
O 1.165698 -4.358636 1.326355 1.0 -0.9 -0.3 -0.571
O -5.343900 -0.366956 -2.578727 -0.3 -0.3 0.5 -0.609
C -4.660186 -1.312155 -2.817129 0.9 -0.2 -1.2 0.631
O -4.449878 -2.420120 -2.121310 -0.4 0.0 1.5 -0.527
B -3.386659 -3.247361 -2.684557 -0.1 0.5 0.7 1.155
O -3.201410 -2.652871 -3.986964 1.3 -0.6 -1.5 -0.563
C -3.821749 -1.506386 -4.132219 -1.1 1.1 1.0 0.644
O -3.849152 -0.731935 -5.044598 0.4 -0.7 -0.3 -0.629
O -3.745603 -4.664603 -2.681503 -0.1 -0.6 -0.8 -0.534
C -2.736030 -5.403202 -2.272765 0.6 -0.2 1.6 0.243
O -2.677186 -6.587812 -2.103995 -0.5 -0.4 -0.8 -0.618
C -1.641561 -4.469252 -1.687018 -0.9 0.5 -1.0 0.738
O -2.106180 -3.258615 -1.861619 0.4 0.5 0.1 -0.324
O -0.609558 -4.835956 -1.173556 -0.1 0.7 0.5 -0.691
O 1.861324 -1.490464 1.256269 -0.7 -0.9 -0.9 -0.271
C 2.434306 -0.556604 1.776161 -0.2 -0.6 1.3 0.369
O 1.928487 0.198024 2.710881 0.4 0.0 -0.6 -0.483
B 2.991826 1.155668 3.147448 -1.1 0.8 0.0 1.208
O 4.242400 0.631996 2.522352 0.3 0.3 0.7 -0.527
C 3.938724 -0.283278 1.646716 -0.7 -0.1 -1.7 0.445
O 4.588127 -0.803498 0.781634 0.5 0.1 0.7 -0.624
O 2.976367 1.328829 4.605883 0.6 -1.9 -0.8 -0.541
C 3.214190 2.573915 4.880726 0.4 1.0 2.0 0.472
O 3.417073 2.966549 6.011971 0.0 0.2 -1.0 -0.677
C 3.068257 3.408649 3.588597 -1.2 -1.1 0.2 0.480
O 2.688212 2.504687 2.656748 1.0 1.0 -0.1 -0.161
O 3.082810 4.595129 3.561148 0.3 0.2 -0.6 -0.565
O -2.984063 3.516025 -0.407439 0.0 -1.0 1.0 -0.649
C -2.631727 2.665391 0.388248 0.2 3.0 -2.0 0.553
O -2.997950 1.440870 0.427673 -1.1 -3.1 -0.1 -0.477
B -2.201573 0.655700 1.380280 0.9 1.2 1.3 1.343
O -1.422549 1.720920 2.081962 -0.1 -0.5 -0.6 -0.599
C -1.607918 2.889636 1.453852 1.2 0.2 2.1 0.663
O -1.086796 3.911194 1.806382 -0.4 -0.1 -0.5 -0.634
O -2.875425 -0.157451 2.439077 -0.7 1.5 -0.5 -0.614
C -2.472396 -1.386427 2.483080 -0.2 -0.2 -0.9 0.354
O -2.919818 -2.240086 3.193616 0.6 -0.3 -0.1 -0.657
C -1.413372 -1.491346 1.317232 0.2 0.1 -0.1 0.904
O -1.284244 -0.327146 0.727933 -0.3 -1.2 0.4 -0.063
O -0.831341 -2.531582 1.044918 0.3 0.3 -0.4 -0.653
O -1.163428 1.034144 -2.963652 0.0 0.2 -0.5 -0.587
C -0.035067 1.199693 -2.612724 -0.1 -1.1 0.8 0.475
O 0.690332 2.289547 -2.620808 -0.1 1.0 -0.4 -0.541
B 1.858299 2.173683 -1.745514 0.1 -0.4 0.0 1.528
O 1.784095 0.788542 -1.257484 0.1 -0.5 0.0 -0.568
C 0.802208 0.121050 -1.859884 0.5 0.6 0.6 0.468
O 0.610150 -1.056779 -1.751193 -0.3 -0.2 0.0 -0.598
O 1.867053 3.145475 -0.645461 0.0 -0.3 -0.4 -0.397
C 2.990406 3.841558 -0.689348 -0.3 0.8 0.5 0.683
O 3.277927 4.754507 0.031091 0.2 -0.2 -0.1 -0.641
C 3.804566 3.357141 -1.892402 0.9 0.2 -0.7 0.447
O 3.136208 2.396557 -2.487388 -0.6 -0.1 0.2 -0.656
O 4.856203 3.807305 -2.279411 -0.3 -0.1 0.3 -0.671
```
Positions in Å, forces in eV/Å.

ΔE to the lowest compared entry with this formula, charge and spin: 1.820 eV
Orbital gap: 8.51 eV
Net charge: -3
Lowest unoccupied orbital energy: 0.1850 Eh
Strongest force on any atom: 4.9 eV/Å